(1)
Below is a cluster of 5 separate species, C30H25N5O10 in total in a non-equilibrium geometry, with properties calculated with wB97M-V/def2-TZVPD.

The geometry in XYZ format:
```
70
Properties=species:S:1:pos:R:3:forces:R:3
C -6.740 5.881 4.024 -0.31 -0.03 -0.71
C -7.773 4.997 3.645 1.20 1.03 1.37
C -7.462 3.686 3.430 0.30 -0.60 -1.26
C -6.116 3.310 3.352 -1.08 0.36 -0.85
C -5.101 4.226 3.644 0.80 -1.88 -0.52
C -5.374 5.518 3.980 -2.37 0.78 0.70
N -5.840 1.912 2.824 -1.30 -0.61 3.06
O -6.820 1.191 2.569 1.61 1.37 -0.50
O -4.722 1.502 3.055 0.16 -0.01 -1.09
H -7.064 6.877 4.289 0.34 0.23 0.04
H -8.806 5.313 3.631 0.02 0.13 0.07
H -8.288 3.043 3.163 0.37 -0.50 0.01
H -4.078 3.880 3.619 0.08 -0.09 -0.17
H -4.635 6.245 4.281 0.20 -0.18 -0.14
C 12.055 2.786 2.481 0.85 1.49 -1.41
C 12.223 1.754 3.305 -0.78 -1.59 1.09
C 13.267 0.861 3.165 0.20 -1.01 -0.05
C 14.232 1.054 2.188 -0.42 -0.08 1.28
C 14.127 2.203 1.417 1.78 -1.62 -1.59
C 13.111 3.038 1.570 -3.33 2.04 0.48
N 15.414 0.176 2.091 1.55 -1.00 0.79
O 15.560 -0.752 2.932 -0.74 2.07 -2.04
O 16.270 0.486 1.254 -1.36 -0.63 1.01
H 11.102 3.296 2.481 0.26 0.58 -0.03
H 11.438 1.511 4.005 -0.01 -0.11 0.15
H 13.098 -0.044 3.730 1.02 -0.17 0.14
H 14.664 2.314 0.487 0.92 0.07 0.42
H 13.019 3.904 0.931 0.05 -0.04 -0.25
C 2.798 -2.703 -0.430 -0.54 1.52 0.61
C 3.992 -1.951 -0.378 -0.63 0.08 0.63
C 3.939 -0.613 -0.020 -0.67 0.74 -0.16
C 2.694 0.039 0.188 1.86 0.11 -0.34
C 1.550 -0.618 -0.085 -1.76 -0.96 0.19
C 1.577 -2.001 -0.324 1.14 -0.45 0.18
N 2.748 1.424 0.715 1.76 2.81 1.36
O 3.943 1.765 1.104 -4.34 -0.63 -1.17
O 1.745 2.194 0.806 2.90 -2.92 -0.52
H 2.830 -3.781 -0.385 -0.08 -0.05 -0.48
H 4.951 -2.442 -0.453 0.05 0.02 -0.15
H 4.789 0.045 0.091 0.31 -0.49 0.05
H 0.578 -0.155 0.000 0.04 0.26 0.12
H 0.641 -2.538 -0.273 -0.04 -0.04 -0.32
C -7.747 -7.624 3.693 0.89 2.28 1.96
C -6.587 -6.831 3.690 0.34 -0.92 -0.70
C -5.633 -7.056 2.710 0.02 -2.25 0.10
C -5.836 -8.196 1.850 -1.50 0.98 -0.22
C -7.080 -8.893 1.782 1.39 1.02 1.07
C -7.997 -8.607 2.818 -0.20 -0.86 -1.68
N -4.793 -8.570 0.871 1.97 -0.27 -1.07
O -4.999 -9.487 0.063 -0.27 1.32 1.37
O -3.699 -7.972 0.918 -2.06 -0.70 0.24
H -8.459 -7.397 4.473 -0.19 -0.21 0.10
H -6.314 -6.194 4.518 -0.44 0.41 -0.13
H -4.675 -6.567 2.805 0.04 -0.01 -0.51
H -7.239 -9.594 0.975 -0.01 -0.20 0.24
H -8.956 -9.069 2.998 0.04 -0.58 -0.76
C -3.706 3.443 -10.063 1.06 2.20 -1.80
C -2.481 2.847 -9.705 -2.45 0.55 0.27
C -2.451 2.500 -8.396 0.86 0.04 2.36
C -3.471 2.903 -7.476 -0.18 0.64 -1.23
C -4.562 3.648 -7.881 -0.62 -1.08 0.22
C -4.694 3.926 -9.225 0.69 -0.69 -0.04
N -3.445 2.490 -6.085 0.39 -1.41 0.96
O -2.687 1.526 -5.929 -0.76 0.95 0.94
O -4.166 2.997 -5.206 1.37 -0.68 -1.88
H -3.704 3.905 -11.039 -0.38 -0.48 -0.61
H -1.665 2.734 -10.404 -0.12 -0.26 0.07
H -1.545 2.045 -8.022 -0.17 -0.22 0.38
H -5.416 3.761 -7.230 0.31 0.53 0.42
H -5.527 4.500 -9.604 0.00 -0.10 -0.08
```
Positions in Å, forces in eV/Å.

**Net charge**: 0
**HOMO**: -9.92 eV
**HOMO-LUMO gap**: 9.01 eV
**Energy relative to the best compared isomer or geometry (same formula, charge and spin)**: 90.8 kcal/mol
**E**: -59423.698 eV
**Structure (SMILES)**: O=[N+]([O-])c1ccccc1.O=[N+]([O-])c1ccccc1.O=[N+]([O-])c1ccccc1.O=[N+]([O-])c1ccccc1.O=[N+]([O-])c1ccccc1
**Spin multiplicity**: 1

***

(2)
Below is a structure of composition C30H26BF2MoNP2, with properties calculated with wB97M-V/def2-TZVPD.

The geometry in XYZ format:
```
63
Properties=species:S:1:pos:R:3:forces:R:3
Mo -0.058 0.258 -0.611 0.03 -0.06 -0.17
C -0.091 -3.142 -0.840 -0.02 -0.12 0.02
P -1.170 -1.891 -0.081 0.13 0.25 -0.07
C -2.606 -1.566 -1.099 -0.14 -0.06 -0.04
C -2.790 -0.218 -1.402 0.11 0.25 0.11
C -3.769 0.216 -2.281 0.00 -0.17 -0.02
C -4.591 -0.740 -2.861 -0.02 0.00 -0.03
C -4.423 -2.091 -2.572 -0.02 0.03 -0.01
C -3.430 -2.512 -1.702 0.02 -0.01 0.00
C -1.596 -2.320 1.596 -0.02 -0.05 0.05
C -2.889 -2.124 2.076 -0.04 0.00 0.04
C -3.183 -2.448 3.392 0.02 0.01 -0.04
C -2.192 -2.957 4.219 0.02 -0.02 0.04
C -0.900 -3.147 3.741 -0.04 0.02 -0.02
C -0.596 -2.828 2.430 0.03 -0.02 0.02
C 1.273 -2.538 -0.954 -0.22 0.44 0.07
C 2.496 -3.091 -1.140 0.18 -0.03 -0.06
C 3.451 -2.025 -1.206 0.02 -0.15 0.02
C 2.773 -0.863 -1.048 -0.29 0.15 0.06
C 3.233 0.566 -1.026 0.13 -0.01 0.06
P 1.996 1.433 -0.027 -0.30 -0.17 -0.21
C 0.998 2.624 -0.926 -0.06 0.05 0.08
C 1.256 3.206 -2.166 0.02 -0.04 -0.04
C 0.255 3.910 -2.815 0.02 -0.01 0.00
C -1.020 4.017 -2.264 0.00 -0.01 0.02
C -1.303 3.439 -1.036 0.02 0.01 -0.05
C -0.301 2.739 -0.364 0.05 0.16 0.05
C 2.554 2.047 1.538 0.00 0.07 0.11
C 2.697 3.420 1.744 -0.01 0.04 0.06
C 3.196 3.873 2.955 -0.01 -0.03 0.00
C 3.549 2.963 3.943 0.01 0.00 0.02
C 3.405 1.596 3.735 0.00 0.02 -0.01
C 2.903 1.129 2.533 0.01 -0.03 0.03
N 1.399 -1.135 -0.876 0.50 -0.39 -0.07
H -0.098 -4.045 -0.229 0.04 -0.03 -0.04
H -0.516 -3.390 -1.817 0.02 0.01 -0.01
H -2.195 0.574 -0.907 -0.23 0.01 0.10
H -3.893 1.266 -2.505 -0.01 0.00 0.01
H -5.370 -0.434 -3.547 0.01 0.00 0.00
H -5.074 -2.820 -3.036 0.01 0.00 0.01
H -3.304 -3.569 -1.499 0.02 0.01 0.02
H -3.668 -1.741 1.427 0.01 0.00 -0.01
H -4.188 -2.312 3.768 0.00 0.00 0.00
H -2.428 -3.214 5.243 0.00 0.00 0.00
H -0.135 -3.553 4.389 0.00 0.00 0.00
H 0.412 -2.988 2.060 -0.01 0.01 -0.03
H 2.707 -4.145 -1.228 0.01 0.01 0.00
H 4.516 -2.123 -1.348 -0.01 -0.02 0.00
H 4.212 0.680 -0.559 0.02 -0.03 -0.05
H 3.268 1.021 -2.019 0.00 -0.04 -0.03
H 2.231 3.109 -2.624 0.00 0.01 0.00
H 0.469 4.379 -3.767 -0.01 0.00 0.01
H -1.787 4.570 -2.791 0.00 -0.01 0.00
H -2.277 3.554 -0.580 0.00 0.02 -0.01
H -0.465 2.443 0.678 -0.03 -0.03 0.00
H 2.428 4.132 0.974 0.00 -0.03 -0.02
H 3.315 4.934 3.126 0.00 0.00 -0.01
H 3.941 3.323 4.885 0.00 -0.01 0.00
H 3.683 0.897 4.512 0.00 0.00 0.00
H 2.792 0.063 2.374 -0.01 0.00 -0.04
F -0.513 -0.938 -3.395 -0.02 0.01 -0.04
B 0.215 -0.035 -2.766 0.14 -0.05 0.19
F 1.198 0.558 -3.425 -0.07 0.02 -0.07
```
Positions in Å, forces in eV/Å.

**⟨S²⟩**: 2.03
**Net charge**: +2
**HOMO (alpha / beta)**: -13.74 / -13.73 eV
**HOMO-LUMO gap (alpha / beta)**: 6.66 / 6.38 eV
**Energy relative to the best compared isomer or geometry (same formula, charge and spin)**: 13.4 kcal/mol
**E**: -59553.878 eV
**Spin multiplicity**: 3

***

(3)
Below is a cluster of 2 separate species, C30H26BrO6S2 in total in a non-equilibrium geometry, with properties calculated with wB97M-V/def2-TZVPD.

The geometry in XYZ format:
```
65
Properties=species:S:1:pos:R:3:forces:R:3
C 1.846 3.994 -2.369 0.08 0.45 -0.39
C 2.050 2.527 -2.157 -0.52 -0.11 0.36
O 0.726 1.927 -2.076 0.96 0.41 -0.10
C 0.800 0.580 -2.119 -0.63 -1.13 0.03
C -0.490 -0.073 -2.175 0.80 1.27 -0.30
C -0.615 -1.194 -3.037 -0.41 -0.97 0.24
C 0.366 -2.233 -3.066 -0.28 -0.08 -0.40
C 0.112 -3.445 -3.698 -0.42 0.38 -0.47
C -1.107 -3.628 -4.373 0.03 0.76 0.36
Br -1.463 -5.285 -5.220 -0.05 -0.18 -0.13
C -2.060 -2.594 -4.440 0.53 -0.33 0.04
C -1.818 -1.397 -3.780 0.56 -0.21 0.19
O 1.903 0.014 -2.142 -0.35 0.23 -0.10
H 2.790 4.502 -2.175 0.03 0.17 0.04
H 1.574 4.203 -3.409 -0.13 0.04 0.12
H 1.077 4.408 -1.716 0.08 -0.08 0.06
H 2.595 2.078 -2.997 -0.07 0.05 0.34
H 2.568 2.336 -1.211 -0.02 -0.08 -0.40
H -1.354 0.539 -1.939 -0.03 0.15 -0.53
H 1.324 -2.055 -2.585 -0.30 -0.11 0.00
H 0.871 -4.227 -3.716 -0.27 0.15 0.08
H -2.963 -2.719 -5.035 0.14 -0.08 0.18
H -2.535 -0.576 -3.819 0.07 -0.27 0.00
C 4.073 -2.922 1.808 -0.26 0.25 -0.07
C 3.590 -2.382 3.006 -0.03 0.13 -0.23
C 2.726 -1.282 2.988 -0.18 0.04 -0.07
C 2.338 -0.723 1.765 0.28 -0.63 -0.14
S 1.290 0.729 1.713 0.57 0.47 0.03
C -0.356 0.240 1.314 -0.82 0.15 -0.13
C -0.665 -0.727 0.404 1.23 -0.34 0.94
C -1.823 -1.591 0.603 -1.04 -0.68 -0.10
C -2.334 -1.850 1.898 -0.01 -0.08 -0.31
C -3.544 -2.528 2.061 0.27 -0.07 -0.09
C -4.221 -3.043 0.952 0.16 0.19 -0.16
C -3.657 -2.917 -0.323 0.45 -0.03 0.27
C -2.444 -2.246 -0.474 -0.14 0.23 -0.05
S -1.687 1.096 2.201 1.03 0.28 0.70
C -1.069 2.777 2.348 0.06 -0.05 -0.22
C -0.733 3.312 3.589 0.05 0.16 -0.14
C -0.219 4.610 3.648 -0.17 -0.15 -0.18
C -0.053 5.350 2.472 -0.10 -0.18 -0.14
C -0.395 4.795 1.231 -0.06 -0.01 0.20
C -0.903 3.498 1.170 0.02 0.10 0.12
O -2.867 1.153 1.375 0.30 -0.20 0.06
O -1.742 0.567 3.546 -0.41 0.28 0.00
O 1.266 1.213 3.075 -0.11 -0.07 -0.14
O 1.809 1.588 0.675 -0.11 -0.36 0.39
C 2.844 -1.245 0.576 -0.05 -0.01 -0.16
C 3.693 -2.353 0.589 -0.05 0.11 0.35
H 4.744 -3.780 1.819 -0.15 0.17 0.05
H 3.889 -2.814 3.961 -0.08 0.13 -0.24
H 2.360 -0.841 3.914 0.04 -0.12 -0.20
H 0.088 -1.001 -0.337 -0.06 -0.32 0.49
H -1.759 -1.560 2.778 -0.32 0.13 -0.33
H -3.940 -2.649 3.076 0.13 -0.07 -0.44
H -5.161 -3.574 1.076 0.09 0.12 0.03
H -4.127 -3.347 -1.211 0.08 0.05 0.37
H -1.959 -2.202 -1.443 -0.31 0.11 0.09
H -0.848 2.708 4.485 0.03 0.07 -0.22
H 0.052 5.030 4.620 -0.06 -0.08 -0.36
H 0.345 6.365 2.518 -0.10 -0.30 0.00
H -0.281 5.362 0.304 0.05 -0.12 0.37
H -1.156 3.031 0.220 0.08 0.15 0.11
H 2.585 -0.781 -0.372 -0.03 -0.01 0.03
H 4.053 -2.750 -0.361 -0.05 0.09 0.30
```
Positions in Å, forces in eV/Å.

**Net charge**: -1
**HOMO**: -3.49 eV
**HOMO-LUMO gap**: 5.70 eV
**Energy relative to the best compared isomer or geometry (same formula, charge and spin)**: 10.1 kcal/mol
**E**: -135528.987 eV
**Spin multiplicity**: 1